A cluster of 5 separate species, C22H48N3O18P5 in total in a non-equilibrium geometry, computed with the ωB97M-V functional and the def2-TZVPD basis.

Its gap between HOMO and LUMO is 6.46 eV. For the total energy, the calculation gives -111357.8578 eV. As for the HOMO energy: -0.3174 hartree.

The geometry in ORCA input format:
```
! RIJCOSX wB97M-V def2-TZVPD def2/J DEFGRID3
* xyz 0 1
P 2.9842 -3.1670 -5.3353
P -8.2477 -1.5053 1.0629
P -2.7419 4.2431 4.1790
P 2.2186 0.6960 1.7129
P 6.9747 -3.7141 -0.6065
O 1.5875 -3.8920 -5.6814
O 6.3106 -5.1964 -0.8677
O 2.6863 -1.7192 -5.2685
O 2.6973 2.0666 2.4832
O 6.3564 -3.0351 -1.7998
O 8.4901 -4.2372 -0.7947
O 4.2972 -3.4185 -4.4517
O -2.1961 5.4856 3.3235
O -10.2515 1.0956 1.2759
O -1.2395 3.6710 4.4200
O -3.1464 4.5308 5.5864
O -4.2150 4.1712 3.4763
O 1.6020 -0.8122 1.4448
O 1.6142 1.3446 0.5018
O 3.7552 0.2314 1.5753
O 3.7486 -3.6564 -6.6721
O 7.5682 -2.3264 0.0783
O -7.8125 4.7224 1.3354
N -9.1333 2.9555 2.1824
N -3.7335 1.0529 0.5820
N -9.0681 -1.7321 -0.2484
C 0.4945 -3.2148 -6.2973
C -5.8631 -0.0617 0.8508
C 3.2903 -3.2990 -7.9655
C -3.2310 0.3522 2.9686
C -2.9743 0.1587 1.4571
C 1.2121 -1.3056 0.1658
C -7.9651 3.5628 1.5616
C -5.6988 2.3622 1.0233
C -5.1086 1.1171 0.8174
C -5.3835 4.7873 4.0122
C 4.2075 -0.5489 0.4778
C 5.2454 -2.3433 -4.4013
C -7.0518 2.4006 1.2706
C 5.8100 -5.6614 -2.1200
C -2.9085 6.7140 3.2572
C -0.5209 4.2048 5.5333
C 7.9926 -1.2991 -0.8120
C -7.2309 -0.0029 1.0547
C 8.8794 -5.0345 -1.9029
C -9.2262 1.6447 1.5308
C 3.0498 3.1752 1.6591
C -7.8069 1.2364 1.2686
H 8.6554 -6.0859 -1.7222
H 5.4610 -1.9779 -5.4053
H -2.1953 7.4809 2.9647
H -9.0044 -1.4213 2.2484
H 5.7146 -4.8857 -2.8707
H 8.6472 -1.7031 -1.5836
H 4.1319 -3.4037 -8.6470
H 3.5420 3.8917 2.3162
H 9.9574 -4.9308 -2.0044
H 8.5446 -0.5840 -0.2025
H 8.4038 -4.6901 -2.8222
H 0.2308 -1.7715 0.2596
H -5.6511 5.6187 3.3598
H -5.3617 -1.0074 0.7058
H 2.9459 -2.2638 -7.9918
H 4.0140 -1.6060 0.6608
H -0.5678 5.2924 5.5356
H -3.9134 1.1697 3.1965
H 7.1416 -0.7979 -1.2658
H 0.6187 -2.1359 -6.3266
H -3.6881 6.6678 2.4959
H 6.4883 -6.4390 -2.4747
H -8.8230 2.7230 3.1261
H 1.1691 -0.5394 -0.6007
H 6.1485 -2.7434 -3.9565
H -5.1324 3.2830 1.0069
H -3.3303 6.9771 4.2279
H -1.9106 0.2888 1.2700
H -10.0544 -1.7712 -0.0155
H -7.2986 -2.5254 1.2943
H -0.4143 -3.4551 -5.7474
H 0.3904 -3.6003 -7.3113
H 5.2842 -0.4159 0.3974
H -3.5898 -0.5870 3.3849
H -0.9049 3.8088 6.4690
H -5.2551 5.1429 5.0292
H 1.9270 -2.0764 -0.1247
H 3.7500 -0.2235 -0.4569
H -6.1974 4.0625 3.9873
H -2.2965 0.5711 3.4874
H 2.5018 -3.9772 -8.2963
H -3.3263 1.9750 0.5358
H -3.1993 -0.8711 1.1857
H 3.7373 2.8670 0.8727
H 2.1664 3.6368 1.2274
H 0.5115 3.8830 5.4049
H 4.8805 -1.5361 -3.7735
H 4.8328 -6.1134 -1.9544
*
```